{
  "formula": "C34H26BrIMnN5O2",
  "method": "the ωB97M-V functional and the def2-TZVPD basis",
  "homo_ev": [-9.81, -9.92],
  "s2": 8.7569,
  "charge": 1,
  "lumo_ev": [-4.2, -4.3],
  "gap_ha": [0.2051, 0.2047],
  "energy_ev": -156684.143,
  "multiplicity": 6,
  "fmax_ev_per_a": 0.5,
  "symbols": ["Mn", "C", "O", "C", "C", "C", "C", "C", "C", "N", "N", "C", "C", "O", "C", "C", "C", "C", "C", "C", "C", "C", "H", "H", "H", "H", "H", "H", "H", "H", "H", "H", "H", "H", "H", "C", "C", "C", "C", "C", "C", "N", "N", "C", "C", "C", "C", "C", "N", "H", "H", "H", "H", "H", "H", "H", "H", "H", "Br", "C", "C", "C", "C", "C", "C", "I", "H", "H", "H", "H"],
  "xyz": [[-0.61789, 1.36958, 0.23796], [-1.03232, 2.94434, -2.65980], [-0.12702, 2.31466, -1.74559], [1.20381, 2.21758, -2.13631], [1.69422, 2.78526, -3.29575], [3.03813, 2.62957, -3.61167], [3.87509, 1.92342, -2.76701], [3.37688, 1.36953, -1.59815], [2.03396, 1.50375, -1.27173], [1.44207, 0.97756, -0.09305], [2.21923, 0.21972, 0.56797], [1.87839, -0.33403, 1.74498], [0.69854, -0.04653, 2.48878], [-0.23410, 0.73958, 2.09011], [0.54646, -0.66400, 3.77280], [1.45682, -1.53789, 4.24974], [2.63535, -1.88494, 3.51506], [3.54957, -2.82631, 4.02014], [4.67132, -3.16088, 3.30800], [4.90252, -2.54976, 2.06913], [4.01922, -1.62870, 1.55826], [2.86095, -1.27397, 2.27050], [-0.82160, 4.01037, -2.73554], [-2.02992, 2.79891, -2.25642], [-0.96856, 2.47603, -3.64027], [1.05136, 3.34728, -3.95652], [3.42409, 3.07331, -4.51953], [4.92341, 1.81235, -3.01010], [4.02542, 0.83727, -0.91659], [-0.34443, -0.40519, 4.32930], [1.30439, -2.00506, 5.21705], [3.34956, -3.28444, 4.98175], [5.37268, -3.88713, 3.69679], [5.78748, -2.80775, 1.50104], [4.21006, -1.17803, 0.59531], [-2.74607, 6.44706, 1.41250], [-3.87962, 5.82834, 0.89368], [-3.85055, 4.48797, 0.55601], [-2.66946, 3.77964, 0.74186], [-1.53131, 4.38755, 1.24878], [-1.57380, 5.73007, 1.59446], [-2.53480, 2.40596, 0.39737], [-3.58350, 1.76970, 0.19715], [-3.40163, 0.40125, -0.17741], [-4.54059, -0.35078, -0.32348], [-4.39571, -1.68738, -0.68812], [-3.12893, -2.19193, -0.88895], [-2.03658, -1.34876, -0.72357], [-2.16894, -0.07089, -0.37534], [-2.78037, 7.49672, 1.67253], [-4.78826, 6.39754, 0.75036], [-4.72230, 3.99434, 0.14970], [-0.62485, 3.81576, 1.40446], [-0.69424, 6.20954, 2.00187], [-5.50523, 0.10458, -0.15018], [-5.26742, -2.31618, -0.81167], [-2.96457, -3.22333, -1.16952], [-1.02386, -1.70186, -0.87621], [0.51287, -3.68715, 1.21104], [0.04836, -4.48015, -0.44311], [-0.76379, -5.60844, -0.40807], [-1.12545, -6.24050, -1.58675], [-0.67431, -5.74789, -2.80410], [0.13573, -4.62475, -2.83857], [0.50276, -3.98055, -1.65956], [1.70262, -2.27946, -1.79301], [-1.09627, -5.98850, 0.54833], [-1.75024, -7.12332, -1.55001], [-0.94622, -6.24029, -3.72860], [0.49139, -4.23935, -3.78450]],
  "lowdin_charge": [0.933, -0.039, -0.195, -0.210, -0.013, -0.064, -0.068, -0.019, -0.211, -0.039, 0.068, -0.175, -0.328, -0.134, -0.004, -0.006, -0.202, -0.031, -0.072, -0.062, -0.039, -0.140, 0.108, 0.081, 0.105, 0.109, 0.113, 0.112, 0.105, 0.121, 0.124, 0.117, 0.107, 0.108, 0.088, -0.054, -0.054, -0.010, -0.249, -0.016, -0.053, 0.000, 0.133, -0.293, 0.022, -0.016, -0.010, -0.081, 0.065, 0.115, 0.114, 0.112, 0.105, 0.116, 0.125, 0.123, 0.116, 0.044, 0.812, -0.738, -0.136, -0.075, -0.076, -0.155, -0.753, 1.004, 0.102, 0.111, 0.111, 0.093]
}



{
  "formula": "C3H14N2O2",
  "method": "the ωB97M-V functional and the def2-TZVPD basis",
  "homo_ev": -9.18,
  "charge": 0,
  "lumo_ev": 0.8,
  "smiles": "NCCCN.O.O",
  "gap_ha": 0.3680,
  "energy_ev": -10413.293,
  "multiplicity": 1,
  "fmax_ev_per_a": 1.0,
  "symbols": ["N", "C", "C", "C", "N", "H", "H", "H", "H", "H", "H", "H", "H", "H", "H", "O", "H", "H", "O", "H", "H"],
  "xyz": [[0.27759, -1.92553, -0.87023], [0.33481, -0.61794, -1.59954], [-0.61780, 0.35710, -0.91678], [-0.48454, 1.80935, -1.33814], [-1.37437, 2.64220, -0.52761], [-0.53869, -2.42734, -1.21124], [1.01531, -2.51231, -1.25523], [1.35171, -0.23761, -1.48703], [0.07028, -0.78715, -2.64118], [-0.47965, 0.25146, 0.16049], [-1.64865, 0.05037, -1.11992], [0.55500, 2.12663, -1.26758], [-0.75909, 1.89406, -2.38728], [-1.62563, 3.48147, -1.02938], [-0.90221, 2.96367, 0.30880], [1.37501, -2.22845, 1.82942], [1.07808, -1.97971, 0.92907], [2.08140, -2.85563, 1.62942], [0.11978, 0.38666, 2.55929], [0.05950, 0.65729, 3.47963], [0.13553, -0.57690, 2.58215]],
  "lowdin_charge": [-0.026, -0.259, -0.221, -0.301, -0.007, 0.079, 0.074, 0.113, 0.105, 0.087, 0.114, 0.104, 0.109, 0.055, 0.066, -0.090, -0.011, 0.034, -0.066, 0.034, 0.006]
}